{"formula": "C54H144B6F24N9O18", "method": "ωB97M-V with the def2-TZVPD basis set", "e_above_lowest_kcal_mol": 78.2, "fmax_ev_per_a": 3.45, "spin_multiplicity": 1, "e_tot_ev": -177873.161, "homo_energy_ev": -13.04, "total_charge": 3, "species": ["C", "O", "C", "C", "N", "H", "H", "C", "C", "O", "C", "H", "H", "H", "H", "H", "H", "H", "H", "H", "H", "H", "H", "H", "H", "C", "O", "C", "C", "N", "H", "H", "C", "C", "O", "C", "H", "H", "H", "H", "H", "H", "H", "H", "H", "H", "H", "H", "H", "H", "C", "O", "C", "C", "N", "H", "H", "C", "C", "O", "C", "H", "H", "H", "H", "H", "H", "H", "H", "H", "H", "H", "H", "H", "H", "C", "O", "C", "C", "N", "H", "H", "C", "C", "O", "C", "H", "H", "H", "H", "H", "H", "H", "H", "H", "H", "H", "H", "H", "H", "C", "O", "C", "C", "N", "H", "H", "C", "C", "O", "C", "H", "H", "H", "H", "H", "H", "H", "H", "H", "H", "H", "H", "H", "H", "C", "O", "C", "C", "N", "H", "H", "C", "C", "O", "C", "H", "H", "H", "H", "H", "H", "H", "H", "H", "H", "H", "H", "H", "H", "C", "O", "C", "C", "N", "H", "H", "C", "C", "O", "C", "H", "H", "H", "H", "H", "H", "H", "H", "H", "H", "H", "H", "H", "H", "C", "O", "C", "C", "N", "H", "H", "C", "C", "O", "C", "H", "H", "H", "H", "H", "H", "H", "H", "H", "H", "H", "H", "H", "H", "C", "O", "C", "C", "N", "H", "H", "C", "C", "O", "C", "H", "H", "H", "H", "H", "H", "H", "H", "H", "H", "H", "H", "H", "H", "B", "F", "F", "F", "F", "B", "F", "F", "F", "F", "B", "F", "F", "F", "F", "B", "F", "F", "F", "F", "B", "F", "F", "F", "F", "B", "F", "F", "F", "F"], "positions_angstrom": [[15.231, -14.124, -2.879], [15.873, -14.816, -3.950], [16.482, -16.023, -3.543], [15.411, -17.164, -3.529], [14.580, -17.383, -4.843], [15.211, -17.353, -5.631], [14.379, -18.371, -4.902], [13.332, -16.533, -5.054], [12.639, -16.669, -6.344], [12.791, -18.065, -6.657], [12.051, -18.330, -7.838], [15.895, -13.643, -2.160], [14.572, -14.848, -2.400], [14.606, -13.273, -3.152], [16.884, -15.862, -2.543], [17.193, -16.263, -4.333], [14.627, -17.099, -2.775], [15.942, -18.093, -3.323], [13.597, -15.506, -4.804], [12.689, -16.860, -4.237], [13.110, -15.973, -7.040], [11.624, -16.289, -6.235], [10.977, -18.334, -7.655], [12.265, -19.327, -8.224], [12.335, -17.702, -8.682], [-0.667, -16.377, -20.794], [0.677, -16.178, -20.558], [1.440, -17.368, -20.567], [2.808, -17.106, -19.971], [2.733, -16.371, -18.571], [3.687, -16.266, -18.258], [2.320, -15.473, -18.780], [1.978, -17.076, -17.428], [1.774, -16.186, -16.125], [1.659, -14.809, -16.489], [1.300, -14.063, -15.352], [-0.847, -17.084, -21.605], [-1.236, -15.465, -20.970], [-1.181, -16.735, -19.902], [1.498, -17.857, -21.539], [1.008, -18.155, -19.950], [3.443, -16.513, -20.629], [3.294, -18.046, -19.707], [2.371, -18.085, -17.298], [1.011, -17.327, -17.862], [2.596, -16.152, -15.410], [0.863, -16.552, -15.652], [0.592, -14.637, -14.754], [0.748, -13.139, -15.524], [2.267, -13.904, -14.875], [11.402, -10.868, -10.475], [12.300, -9.741, -10.715], [13.242, -9.490, -9.623], [14.613, -9.019, -10.143], [14.405, -7.775, -11.026], [13.507, -7.843, -11.483], [14.439, -6.976, -10.408], [15.494, -7.588, -12.072], [16.849, -7.315, -11.487], [16.700, -6.143, -10.766], [17.947, -5.484, -10.495], [10.813, -10.488, -9.640], [11.999, -11.753, -10.253], [10.722, -10.979, -11.320], [13.413, -10.338, -8.959], [12.784, -8.796, -8.918], [15.241, -9.699, -10.719], [15.212, -8.520, -9.382], [15.114, -6.714, -12.602], [15.373, -8.382, -12.809], [17.523, -7.282, -12.343], [17.179, -8.144, -10.861], [18.717, -6.200, -10.206], [17.894, -4.678, -9.764], [18.302, -5.013, -11.412], [11.043, -23.508, -0.700], [10.658, -22.219, -1.095], [11.589, -21.214, -0.664], [11.018, -19.837, -0.909], [10.472, -19.717, -2.319], [11.182, -19.859, -3.023], [9.756, -20.414, -2.465], [10.060, -18.297, -2.749], [8.792, -18.381, -3.643], [7.768, -18.827, -2.789], [6.429, -19.047, -3.290], [12.043, -23.722, -1.077], [10.469, -24.312, -1.159], [10.977, -23.602, 0.384], [12.498, -21.305, -1.259], [11.855, -21.219, 0.393], [11.828, -19.109, -0.860], [10.226, -19.652, -0.183], [10.925, -17.994, -3.340], [9.978, -17.624, -1.895], [8.979, -18.905, -4.581], [8.504, -17.344, -3.819], [5.693, -19.280, -2.520], [6.310, -19.889, -3.972], [6.094, -18.216, -3.911], [12.837, -9.443, -4.908], [11.552, -9.741, -4.356], [11.594, -10.728, -3.246], [10.272, -11.502, -2.981], [9.867, -12.327, -4.244], [9.741, -11.632, -4.966], [10.592, -12.924, -4.614], [8.493, -13.098, -4.157], [7.674, -12.863, -5.402], [7.579, -11.473, -5.522], [7.188, -11.113, -6.848], [12.896, -8.667, -5.672], [13.358, -10.284, -5.367], [13.543, -9.118, -4.144], [11.951, -10.303, -2.308], [12.324, -11.473, -3.563], [9.442, -10.829, -2.765], [10.262, -12.046, -2.037], [7.925, -12.859, -3.257], [8.678, -14.167, -4.057], [6.700, -13.347, -5.335], [8.047, -13.384, -6.284], [7.129, -10.043, -7.050], [6.229, -11.441, -7.247], [8.007, -11.452, -7.483], [16.432, -9.941, -6.147], [16.736, -11.308, -6.446], [15.780, -12.225, -5.901], [15.787, -13.484, -6.763], [15.397, -13.140, -8.217], [14.439, -12.841, -8.106], [15.981, -12.329, -8.366], [15.745, -14.250, -9.192], [15.372, -13.925, -10.661], [13.991, -13.492, -10.787], [13.105, -14.578, -10.852], [15.427, -9.683, -6.479], [17.211, -9.437, -6.718], [16.701, -9.623, -5.139], [14.767, -11.838, -5.795], [16.053, -12.507, -4.884], [15.116, -14.266, -6.406], [16.791, -13.904, -6.702], [16.793, -14.547, -9.159], [14.975, -14.942, -8.851], [15.565, -14.762, -11.331], [16.108, -13.164, -10.921], [12.975, -15.147, -9.931], [13.427, -15.277, -11.624], [12.108, -14.307, -11.198], [4.766, -14.572, -12.006], [6.103, -14.910, -11.767], [7.124, -14.154, -12.491], [8.423, -14.368, -11.757], [8.292, -13.706, -10.398], [8.308, -12.737, -10.683], [7.390, -13.904, -9.988], [9.353, -14.076, -9.332], [8.978, -15.345, -8.574], [7.755, -15.154, -7.888], [7.482, -16.113, -6.828], [4.343, -13.630, -11.658], [4.132, -15.446, -11.854], [4.488, -14.620, -13.059], [6.926, -13.084, -12.559], [7.170, -14.602, -13.483], [9.267, -13.934, -12.293], [8.608, -15.439, -11.675], [9.154, -13.236, -8.667], [10.312, -14.033, -9.850], [9.860, -15.681, -8.028], [8.814, -16.150, -9.290], [7.357, -17.082, -7.310], [6.642, -15.928, -6.158], [8.317, -16.306, -6.154], [4.345, -11.198, -14.081], [4.416, -10.968, -15.534], [3.551, -11.922, -16.221], [3.768, -11.776, -17.684], [3.139, -10.374, -18.067], [2.144, -10.451, -17.913], [3.458, -9.711, -17.374], [3.354, -9.818, -19.490], [3.167, -8.327, -19.494], [3.890, -7.804, -18.418], [3.526, -6.447, -18.181], [4.680, -12.197, -13.805], [3.348, -11.021, -13.678], [5.052, -10.597, -13.509], [2.499, -11.709, -16.037], [3.763, -12.964, -15.977], [3.134, -12.479, -18.224], [4.792, -11.812, -18.055], [2.650, -10.408, -20.076], [4.401, -10.011, -19.721], [2.113, -8.055, -19.426], [3.558, -7.995, -20.456], [3.415, -5.857, -19.090], [4.375, -6.080, -17.604], [2.589, -6.324, -17.639], [1.165, -19.658, -13.583], [1.791, -19.228, -12.456], [2.816, -18.298, -12.611], [3.960, -18.746, -13.512], [4.716, -19.986, -13.030], [4.454, -20.277, -12.099], [4.185, -20.674, -13.544], [6.238, -20.144, -13.193], [6.918, -19.046, -12.254], [6.350, -19.148, -10.945], [6.895, -18.151, -10.070], [0.596, -18.869, -14.075], [0.591, -20.508, -13.212], [1.803, -20.123, -14.335], [3.093, -18.067, -11.583], [2.407, -17.372, -13.017], [4.704, -17.949, -13.509], [3.815, -18.898, -14.582], [6.508, -20.062, -14.246], [6.521, -21.168, -12.950], [6.917, -18.037, -12.667], [7.940, -19.418, -12.175], [6.502, -18.238, -9.057], [6.607, -17.119, -10.272], [7.973, -18.295, -10.004], [4.346, -18.165, -6.164], [5.494, -18.909, -6.094], [4.575, -16.846, -5.667], [3.889, -18.232, -7.484], [3.336, -18.695, -5.353], [10.933, -12.674, -14.419], [11.894, -13.685, -14.200], [11.149, -11.888, -15.541], [9.588, -13.097, -14.479], [11.140, -11.789, -13.415], [7.201, -10.411, -10.656], [6.226, -10.954, -9.887], [8.406, -10.866, -10.180], [7.084, -10.707, -12.016], [7.139, -9.042, -10.491], [1.056, -12.513, -11.812], [1.903, -13.434, -12.552], [1.054, -12.827, -10.463], [1.459, -11.202, -12.035], [-0.243, -12.558, -12.273], [10.851, -17.576, -11.667], [10.325, -17.480, -10.418], [10.079, -18.388, -12.400], [10.782, -16.332, -12.282], [12.120, -18.027, -11.576], [12.114, -13.045, -7.021], [12.817, -13.791, -7.869], [11.814, -11.812, -7.536], [10.937, -13.710, -6.823], [12.806, -12.799, -5.856]], "forces_ev_per_a": [[-0.47, -0.22, 0.48], [-0.08, 1.14, -0.29], [-2.12, 0.10, -0.77], [-0.36, -0.26, -0.12], [1.42, 0.37, 0.24], [0.36, 0.81, -0.64], [-0.89, -0.44, 0.23], [0.43, 0.39, 2.73], [1.10, -0.87, -0.39], [-0.47, 1.48, 0.00], [-0.33, -1.24, -1.31], [0.58, -0.62, 0.10], [-0.07, 0.19, 0.54], [-0.04, -0.30, -1.07], [0.45, -0.67, -0.07], [0.43, -0.01, 0.44], [0.23, 0.42, 0.16], [-0.08, -0.16, -0.26], [0.18, 0.01, -0.23], [-0.07, -0.13, 0.09], [0.07, -0.41, -0.74], [-0.34, -0.37, -0.04], [-0.05, 0.48, 0.02], [0.28, -0.16, 0.46], [-0.21, 0.50, 0.20], [-2.15, -0.44, 0.20], [1.99, 0.20, 0.17], [-0.37, -0.09, 0.91], [0.04, -0.01, 1.03], [-0.28, -1.44, -0.58], [0.36, 0.48, -0.04], [-0.32, 0.57, 0.48], [-0.91, 0.71, -0.48], [0.68, 0.68, -1.39], [-0.91, -1.37, -2.38], [0.12, 0.00, 1.29], [0.00, 0.06, -0.15], [0.74, 0.33, -0.47], [0.14, -0.60, 0.27], [0.35, 0.38, -0.37], [-0.64, 0.03, 0.29], [0.03, 0.17, 0.33], [0.07, -0.03, -0.44], [0.76, 0.33, 0.38], [-0.25, 0.58, 0.11], [0.28, -1.01, 0.10], [-0.01, -0.04, 0.13], [0.31, -0.02, 0.46], [0.43, 0.05, -0.66], [-0.68, 0.41, 0.99], [-0.08, 1.42, 0.64], [2.29, 0.25, 0.64], [-0.89, -0.74, -1.00], [-0.73, 1.83, -0.22], [1.12, -1.35, -0.16], [-0.62, -0.05, -0.24], [-0.27, 0.52, 0.01], [-1.81, 0.41, -0.58], [-0.62, -0.75, -0.53], [0.42, 0.90, 0.87], [0.51, 0.07, -0.70], [-0.24, -0.85, 0.26], [-0.20, -0.09, -0.06], [0.57, 0.02, -0.16], [-0.03, -0.66, -0.36], [0.11, 0.69, -0.15], [-0.52, -0.31, 0.07], [0.12, -0.92, 0.63], [0.50, 0.29, -0.09], [0.45, -0.40, 0.39], [0.32, 0.42, -0.01], [0.21, -0.15, 0.22], [-0.08, -0.12, 0.28], [-0.64, -0.40, 0.15], [-0.01, -0.01, -0.20], [0.68, -1.02, 0.11], [-0.02, 1.73, 0.15], [-0.41, -0.43, -0.90], [-0.08, -0.37, -0.64], [0.18, 1.34, 0.47], [0.44, -1.09, 0.24], [-0.78, -0.23, 0.03], [-0.55, -0.85, -0.76], [-0.64, 1.37, 1.76], [0.28, -1.49, 0.62], [-0.52, -0.04, -1.40], [0.43, 0.12, 0.37], [-0.67, 0.59, -0.05], [0.19, -0.12, 0.02], [0.38, -0.27, 0.04], [-0.06, -0.54, 0.16], [-0.18, 0.11, 0.38], [-0.15, 0.38, -0.41], [-0.15, 0.42, -0.11], [-0.37, -0.41, 0.07], [-0.23, -0.36, -0.03], [0.44, 0.33, -0.91], [0.66, 0.55, 0.58], [0.79, -0.24, -0.10], [-0.01, 0.33, 0.35], [0.98, -0.37, 0.70], [-0.37, -0.97, 0.87], [0.25, -0.08, -1.44], [-0.25, 0.99, -1.20], [-1.52, 0.23, 1.89], [-0.40, 0.66, -0.58], [0.44, -0.41, 0.10], [0.52, -0.69, -0.02], [-0.19, 0.03, 0.08], [-0.52, 0.32, -0.26], [0.66, 0.65, -1.37], [-1.18, 0.14, 0.15], [-0.56, -0.64, -0.06], [-0.13, 0.23, 0.46], [-0.15, 0.36, -0.04], [0.28, -0.21, 0.09], [-0.11, 0.29, -0.73], [0.70, -0.80, -0.46], [0.42, 0.79, -0.01], [0.49, 0.01, -0.11], [-0.36, 0.05, 0.65], [0.81, 0.36, -0.28], [0.30, 0.19, 0.91], [-0.06, -0.79, 0.60], [-0.22, -0.19, -0.49], [1.57, -0.03, -0.76], [-1.26, -0.53, 0.39], [0.15, -0.24, 0.01], [0.16, -0.05, -0.11], [2.88, 0.05, 1.70], [-0.93, -0.38, -1.09], [0.12, 0.69, -0.46], [-2.70, -0.18, -0.53], [-0.95, 0.81, 0.77], [2.18, 0.53, 0.66], [-0.63, -1.34, -0.99], [0.00, 0.16, 0.22], [-0.43, 0.44, -0.38], [-0.67, -0.47, 0.44], [0.02, 0.43, -0.49], [0.29, -0.14, 0.01], [-0.22, 0.36, -0.02], [0.08, 0.07, -0.61], [-0.21, 0.03, 0.66], [0.74, -1.05, -0.08], [0.02, -0.32, 0.28], [-0.60, 0.64, -0.63], [0.23, 0.14, 0.39], [0.10, -0.16, -0.06], [0.21, 0.64, 0.04], [-1.05, -0.76, -1.64], [0.85, 0.70, 0.35], [-0.67, -0.66, 0.21], [-0.33, -0.80, 0.08], [1.08, -1.82, -0.87], [0.20, 1.18, 0.89], [-0.68, -0.09, -0.01], [-2.02, 1.31, -0.46], [-0.23, -0.70, -1.74], [0.17, 0.49, 1.88], [0.66, -0.83, -1.05], [0.33, -0.17, 0.62], [0.00, 0.03, 1.76], [0.78, 0.88, -1.12], [-0.44, 0.09, -0.02], [0.32, 0.32, -0.18], [-0.07, 0.17, 0.04], [0.13, 0.07, 0.41], [0.94, 0.07, 0.31], [0.01, -0.27, 0.44], [-0.17, 0.26, 0.77], [0.15, -0.16, -0.24], [-0.51, -0.14, 0.10], [-0.43, 0.58, -0.85], [0.83, 0.58, 0.02], [0.22, 0.01, 0.28], [-1.12, -1.49, 0.11], [1.48, 1.21, 0.79], [-1.12, 1.58, -1.28], [0.79, -0.91, -0.63], [-0.41, -0.08, 0.12], [0.61, 0.64, 0.37], [0.37, -1.07, 1.56], [-0.40, -0.29, -0.16], [-0.51, -0.06, -0.34], [0.76, 0.48, 0.43], [-0.29, -0.41, -0.50], [-0.15, -0.07, -0.20], [0.04, 0.61, -0.73], [-0.15, -0.13, 0.49], [0.11, 0.01, 0.41], [0.18, -0.19, -0.05], [-0.05, 0.21, 0.27], [0.31, 0.38, -0.50], [-0.15, -0.34, -0.14], [-0.23, 0.08, -0.02], [-0.06, 0.34, -0.15], [0.30, -0.18, -0.27], [-0.37, 0.39, 0.06], [-0.02, -0.38, 0.25], [-0.84, -1.21, -0.66], [1.15, -0.05, 1.28], [-0.51, -0.02, -0.06], [2.13, 0.96, 0.69], [-0.94, -0.82, -0.87], [0.19, 0.75, 1.09], [0.47, -0.94, -0.47], [-0.35, 1.74, 0.84], [0.09, -2.27, 0.08], [-0.61, 0.62, -0.83], [0.14, -0.08, 0.92], [-0.42, -0.02, 0.02], [-0.78, 0.33, -0.45], [0.64, 0.09, -0.29], [0.68, 0.00, -0.15], [0.08, 0.33, -0.31], [0.00, 0.22, 0.30], [-0.72, -0.22, 0.17], [-0.16, 0.57, 0.03], [-0.35, 0.13, 0.60], [-0.20, 0.05, -0.02], [0.39, 0.54, -0.29], [-0.35, -0.89, -0.10], [0.16, 0.06, -0.99], [0.14, 0.32, -0.24], [-2.08, 0.38, 0.13], [1.68, -0.63, 0.29], [0.55, 0.00, -0.49], [0.23, 0.66, -0.42], [0.14, -0.38, 0.40], [0.37, 0.32, -0.87], [-0.55, -0.52, -0.59], [0.44, -0.38, -1.64], [-0.02, -0.81, 0.44], [-0.28, 1.32, 2.92], [-0.66, 1.97, -0.73], [-1.48, -1.50, 0.75], [2.10, -1.19, 0.49], [-0.14, -0.73, -0.36], [0.25, 1.00, -0.01], [-0.31, 0.29, 0.43], [-0.10, 0.16, 0.06], [0.54, -0.28, 0.11], [1.09, 0.45, -0.21], [-0.96, -0.84, -0.87], [0.04, 1.29, -1.05], [-0.96, 0.30, 2.88], [-1.66, -2.31, -1.50], [0.38, 1.32, -0.06], [2.20, -0.61, 0.22], [-1.93, 1.76, -0.06], [2.46, -1.60, -1.82], [0.08, 1.22, -0.67], [-1.56, -1.02, 1.45], [0.89, -0.52, 1.98]]}